(P)
# C3H8S2

A cluster of 3 separate species, C3H8S2 in total (the ωB97M-V functional and the def2-TZVPD basis, the OMol25 dataset).

Summary:
E_LUMO (hartree): -0.09622
Orbital gap (eV): 5.02
Highest occupied orbital energy (eV): -7.635
Multiplicity: 1

The geometry in XYZ format:
```
13
C3H8S2 (the ωB97M-V functional and the def2-TZVPD basis)
C 1.52 1.46 -1.16
C 2.40 0.50 -0.50
C -4.68 -0.35 0.98
S -5.92 -0.79 -0.04
S 2.35 -1.81 1.08
H 0.92 1.14 -2.00
H 1.29 2.44 -0.77
H 2.38 0.72 0.58
H 1.87 -0.47 -0.57
H 3.46 0.48 -0.72
H -4.05 -1.20 1.22
H -4.51 0.60 1.49
H 2.96 -2.70 0.41
```

(Q)
# C3H8S2

A structure of composition C3H8S2 (the ωB97M-V functional and the def2-TZVPD basis, the OMol25 dataset).

Summary:
E_LUMO (hartree): 0.03160
Orbital gap (eV): 9.32
Highest occupied orbital energy (eV): -8.465
Multiplicity: 1

The geometry in XYZ format:
```
13
C3H8S2 (the ωB97M-V functional and the def2-TZVPD basis)
C 0.57 -1.23 2.42
C -0.31 0.03 0.03
C -0.30 1.26 -2.43
H 0.98 -1.14 3.45
H -0.32 -1.78 2.52
H 1.36 -1.80 1.89
H -1.44 -0.21 0.09
H 0.29 -0.76 -0.41
H 0.62 1.25 -3.01
H -0.76 0.37 -2.67
H -1.04 2.00 -2.83
S 0.31 0.46 1.74
S 0.04 1.56 -0.78
```

(Q) is preferred energetically. Next in line: 5.291 eV higher.

(P)
# C3H8S2

A cluster of 2 separate species, C3H8S2 in total (the ωB97M-V functional and the def2-TZVPD basis, the OMol25 dataset).

Summary:
E_LUMO (hartree): 0.01218
Orbital gap (eV): 9.65
Highest occupied orbital energy (eV): -9.316
Structure (SMILES): C=CC.SS
Multiplicity: 1

The geometry in XYZ format:
```
13
C3H8S2 (the ωB97M-V functional and the def2-TZVPD basis)
C -2.99 1.03 -2.15
C -3.08 0.74 -3.41
C -2.31 -0.46 -3.93
H -3.70 1.72 -1.59
H -2.30 0.75 -1.41
H -3.50 1.43 -4.12
H -2.30 -1.35 -3.38
H -2.58 -0.77 -4.99
H -1.31 -0.20 -3.92
S 2.01 -0.70 1.34
S 1.77 0.17 3.13
H 3.12 -0.43 0.83
H 2.38 -0.55 4.06
```

(Q)
# C3H8S2

The molecule C3H8S2 (the ωB97M-V functional and the def2-TZVPD basis, the OMol25 dataset).

Summary:
E_LUMO (hartree): 0.02737
Orbital gap (eV): 9.68
Highest occupied orbital energy (eV): -8.938
Structure (SMILES): SCCCS
Multiplicity: 1

The geometry in XYZ format:
```
13
C3H8S2 (the ωB97M-V functional and the def2-TZVPD basis)
S -1.39 -1.03 1.50
C -0.56 -1.22 -0.09
C 0.23 -0.03 -0.84
C 0.14 1.07 0.19
S 1.05 2.55 -0.32
H -1.63 -2.33 1.65
H -1.22 -1.70 -0.94
H 0.20 -2.05 0.12
H 1.24 -0.38 -1.04
H -0.24 0.41 -1.80
H 0.50 0.92 1.17
H -0.79 1.27 0.38
H 2.45 2.53 0.04
```

(Q) is preferred energetically. Next in line: 0.314 eV higher.

(P)
# C3H8S2

The molecule C3H8S2 (the ωB97M-V functional and the def2-TZVPD basis, the OMol25 dataset).

Summary:
E_LUMO (hartree): 0.02401
Orbital gap (eV): 8.55
Highest occupied orbital energy (eV): -7.900
Structure (SMILES): CCSSC
Multiplicity: 1

The geometry in XYZ format:
```
13
C3H8S2 (the ωB97M-V functional and the def2-TZVPD basis)
C -2.32 0.34 -1.55
C -0.86 0.44 -1.19
S -0.57 0.59 0.65
S 1.40 -0.10 1.04
C 1.55 -1.53 -0.24
H -2.60 -0.76 -1.45
H -2.50 0.58 -2.62
H -2.84 1.05 -0.84
H -0.15 -0.26 -1.73
H -0.43 1.40 -1.45
H 0.58 -2.00 -0.66
H 2.33 -1.16 -1.00
H 2.15 -2.19 0.47
```

(Q)
# C3H8S2

The molecule C3H8S2 (the ωB97M-V functional and the def2-TZVPD basis, the OMol25 dataset).

Summary:
E_LUMO (hartree): 0.02882
Orbital gap (eV): 9.37
Highest occupied orbital energy (eV): -8.590
Structure (SMILES): CCSSC
Multiplicity: 1

The geometry in XYZ format:
```
13
C3H8S2 (the ωB97M-V functional and the def2-TZVPD basis)
C -0.93 2.28 -0.55
C -1.31 1.15 0.37
S -0.94 -0.52 -0.21
S 1.12 -0.39 -0.45
C 1.70 -1.42 0.90
H 0.15 2.35 -0.63
H -1.46 2.25 -1.51
H -1.21 3.21 -0.06
H -2.39 1.12 0.52
H -0.88 1.25 1.37
H 1.69 -2.49 0.72
H 1.12 -1.20 1.80
H 2.73 -1.11 1.11
```

(Q) is preferred energetically. Next in line: 1.274 eV higher.

(P)
# C4H11NO2S

A cluster of 2 separate species, C4H11NO2S in total (the ωB97M-V functional and the def2-TZVPD basis, the OMol25 dataset).

Summary:
E_LUMO (hartree): 0.02010
Orbital gap (eV): 9.73
Highest occupied orbital energy (eV): -9.182
Structure (SMILES): CNC(=O)CCS.O
Multiplicity: 1

The geometry in XYZ format:
```
19
C4H11NO2S (the ωB97M-V functional and the def2-TZVPD basis)
C -1.38 -2.21 1.25
N -1.59 -1.52 0.00
C -1.25 -0.25 -0.32
O -1.66 0.33 -1.31
C -0.67 0.78 0.70
C 0.21 1.77 -0.10
S 1.92 1.66 0.47
H -2.00 -1.67 2.00
H -1.59 -3.28 1.20
H -0.36 -2.14 1.65
H -2.03 -1.99 -0.89
H -0.11 0.18 1.48
H -1.49 1.19 1.29
H 0.25 1.57 -1.21
H -0.11 2.82 0.00
H 1.94 1.81 1.82
O 1.76 -1.90 -1.48
H 1.40 -1.98 -0.57
H 2.08 -1.00 -1.50
```

(Q)
# C4H11NO2S

A cluster of 2 separate species, C4H11NO2S in total (the ωB97M-V functional and the def2-TZVPD basis, the OMol25 dataset).

Summary:
E_LUMO (hartree): -0.00435
Orbital gap (eV): 7.89
Highest occupied orbital energy (eV): -8.004
Structure (SMILES): C=[N+](C)[S-].COCO
Multiplicity: 1

The geometry in XYZ format:
```
19
C4H11NO2S (the ωB97M-V functional and the def2-TZVPD basis)
C -2.13 -0.60 -1.33
N -2.28 -0.01 -0.15
C -1.94 1.45 0.13
S -2.99 -0.70 1.17
H -2.64 -1.63 -1.47
H -1.68 -0.29 -2.22
H -1.88 2.01 -0.79
H -2.79 1.75 0.81
H -0.99 1.42 0.70
C 1.74 -1.44 -0.49
O 2.56 -0.22 -0.14
C 1.99 0.75 0.62
O 2.03 0.35 1.99
H 1.52 -1.42 -1.61
H 0.83 -1.52 0.18
H 2.39 -2.25 -0.28
H 0.86 0.80 0.36
H 2.59 1.66 0.56
H 2.81 -0.13 1.97
```

(R)
# C4H11NO2S

A cluster of 2 separate species, C4H11NO2S in total (the ωB97M-V functional and the def2-TZVPD basis, the OMol25 dataset).

Summary:
E_LUMO (hartree): 0.02122
Orbital gap (eV): 9.71
Highest occupied orbital energy (eV): -9.129
Structure (SMILES): CC(=O)NCCS.O
Multiplicity: 1

The geometry in XYZ format:
```
19
C4H11NO2S (the ωB97M-V functional and the def2-TZVPD basis)
C -1.43 0.39 2.41
C -0.82 -0.20 1.17
O -0.49 -1.35 1.01
N -0.44 0.73 0.22
C -0.08 0.36 -1.12
C 1.23 1.07 -1.51
S 2.66 0.59 -0.50
H -2.14 -0.31 2.84
H -0.64 0.39 3.16
H -1.87 1.36 2.25
H -0.76 1.68 0.34
H 0.06 -0.69 -1.24
H -0.78 0.58 -1.92
H 1.03 2.14 -1.37
H 1.46 0.90 -2.56
H 2.41 1.44 0.48
O -0.16 -3.12 -1.35
H 0.11 -2.86 -0.46
H 0.65 -3.11 -1.87
```

(S)
# C4H11NO2S

A cluster of 2 separate species, C4H11NO2S in total (the ωB97M-V functional and the def2-TZVPD basis, the OMol25 dataset).

Summary:
E_LUMO (hartree): 0.02491
Orbital gap (eV): 9.46
Highest occupied orbital energy (eV): -8.782
Structure (SMILES): O=CNCCCS.O
Multiplicity: 1

The geometry in XYZ format:
```
19
C4H11NO2S (the ωB97M-V functional and the def2-TZVPD basis)
O 2.56 -1.29 0.83
C 1.40 -1.24 1.01
N 0.62 -0.10 1.09
C -0.81 -0.14 1.31
C -1.59 -0.40 0.12
C -1.62 0.68 -0.92
S -0.16 1.08 -1.91
H 0.76 -2.07 1.10
H 0.83 0.91 0.84
H -1.01 -0.91 2.14
H -1.07 0.86 1.72
H -0.99 -1.37 -0.43
H -2.57 -0.87 0.36
H -2.44 0.41 -1.68
H -1.82 1.69 -0.43
H -0.11 -0.10 -2.60
O 2.68 1.22 -1.12
H 2.76 0.23 -1.19
H 2.58 1.39 -0.25
```

(R) is preferred energetically. Next in line: 1.001 eV higher.

(P)
# CH2N4O

The molecule CH2N4O (the ωB97M-V functional and the def2-TZVPD basis, the OMol25 dataset).

Summary:
E_LUMO (hartree): 0.01400
Orbital gap (eV): 10.88
Highest occupied orbital energy (eV): -10.501
Structure (SMILES): Nc1nnon1
Multiplicity: 1

The geometry in XYZ format:
```
8
CH2N4O (the ωB97M-V functional and the def2-TZVPD basis)
N 1.43 0.13 -0.22
C 0.06 0.01 -0.13
N -0.59 -0.61 0.93
N -1.81 -0.58 0.67
O -1.99 0.06 -0.51
N -0.80 0.41 -1.03
H 1.90 -0.53 0.38
H 1.77 1.07 -0.05
```

(Q)
# CH2N4O

The molecule CH2N4O (the ωB97M-V functional and the def2-TZVPD basis, the OMol25 dataset).

Summary:
E_LUMO (hartree): -0.01859
Orbital gap (eV): 8.48
Highest occupied orbital energy (eV): -8.988
Multiplicity: 1

The geometry in XYZ format:
```
8
CH2N4O (the ωB97M-V functional and the def2-TZVPD basis)
N 1.51 0.10 -0.14
C 0.23 0.00 -0.38
N -0.77 -0.11 -1.26
O -1.90 -0.14 -0.42
N -1.60 -0.06 0.86
N -0.34 0.02 0.89
H 2.18 0.07 -0.89
H 0.70 0.12 1.33
```

(R)
# CH2N4O

The molecule CH2N4O (the ωB97M-V functional and the def2-TZVPD basis, the OMol25 dataset).

Summary:
E_LUMO (hartree): 0.01856
Orbital gap (eV): 11.42
Highest occupied orbital energy (eV): -10.912
Structure (SMILES): On1cnnn1
Multiplicity: 1

The geometry in XYZ format:
```
8
CH2N4O (the ωB97M-V functional and the def2-TZVPD basis)
O 0.03 1.69 -0.43
N 0.11 0.37 -0.17
C -0.81 -0.41 0.39
N -0.38 -1.64 0.32
N 0.82 -1.59 -0.29
N 1.13 -0.37 -0.59
H 0.85 2.02 -0.05
H -1.76 -0.08 0.82
```

(P) is preferred energetically. Next in line: 0.649 eV higher.

(P)
# C2H6FNO

A cluster of 2 separate species, C2H6FNO in total (the ωB97M-V functional and the def2-TZVPD basis, the OMol25 dataset).

Summary:
E_LUMO (hartree): 0.02712
Orbital gap (eV): 9.57
Highest occupied orbital energy (eV): -8.833
Multiplicity: 1

The geometry in XYZ format:
```
11
C2H6FNO (the ωB97M-V functional and the def2-TZVPD basis)
C 0.32 0.41 -1.21
C 0.21 -0.42 0.10
N 0.84 -0.10 1.23
O -1.74 0.49 0.35
F 0.15 -1.77 -0.11
H -0.39 0.09 -1.95
H 0.23 1.48 -0.92
H 1.27 0.14 -1.55
H 0.83 -0.98 1.73
H 0.60 0.82 1.62
H -2.32 -0.16 0.71
```

(Q)
# C2H6FNO

The molecule C2H6FNO (the ωB97M-V functional and the def2-TZVPD basis, the OMol25 dataset).

Summary:
E_LUMO (hartree): 0.03697
Orbital gap (eV): 11.29
Highest occupied orbital energy (eV): -10.287
Structure (SMILES): N[C@H](F)CO
Multiplicity: 1

The geometry in XYZ format:
```
11
C2H6FNO (the ωB97M-V functional and the def2-TZVPD basis)
N 0.04 1.54 0.57
C -0.57 0.40 0.06
F -1.08 -0.34 1.17
C 0.60 -0.54 -0.67
O -0.04 -1.68 -1.13
H -0.58 1.98 1.36
H 0.92 1.29 0.91
H -1.45 0.58 -0.51
H 1.12 -0.03 -1.48
H 1.24 -0.94 0.02
H -0.21 -2.26 -0.32
```

(Q) is preferred energetically. Next in line: 1.370 eV higher.